Entry 1:
Molecular formula: C24H32BF4N3ORuSb2
Method: DFT, ωB97M-V/def2-TZVPD

The geometry in XYZ format:
```
68
Properties=species:S:1:pos:R:3
Ru -0.20521 -0.22038 0.76149
O -0.41330 -2.13541 1.63427
C -0.98019 -3.25208 1.52296
C -0.74539 -4.22800 2.55395
C -1.35304 -5.44018 2.51464
C -2.21209 -5.75730 1.43464
C -2.43730 -4.85112 0.41168
C -1.84086 -3.59511 0.40728
C -2.05046 -2.66320 -0.68543
N -1.51294 -1.45978 -0.82917
C -2.00392 -0.93946 -1.99200
C -2.84611 -1.83708 -2.58086
N -2.86518 -2.91891 -1.74947
H -0.08691 -3.93864 3.36375
H -1.18274 -6.16311 3.30266
H -2.69643 -6.72501 1.40181
H -3.09205 -5.14873 -0.39783
H -1.72302 0.04277 -2.33760
H -3.41404 -1.79946 -3.49692
H -3.40683 -3.75148 -1.89939
C -0.13425 2.33122 -2.43536
Sb 0.35672 2.04751 -0.38508
C -0.70380 3.72380 0.33884
C 2.39199 2.71943 -0.40520
C 3.06632 2.33082 -1.69191
C 3.04121 3.21497 -2.77233
C 3.59344 2.88279 -3.99921
C 4.19458 1.64272 -4.16124
C 4.24761 0.76626 -3.08951
C 3.69418 1.08640 -1.84941
C 3.82908 0.10998 -0.71255
Sb 2.06905 -1.05644 -0.21463
C 2.60804 -0.77088 2.07979
C 1.46570 -1.30157 -2.33372
H 0.03820 3.38477 -2.66099
H -1.19243 2.10956 -2.58553
H 0.47638 1.72264 -3.10069
H -0.28847 4.61156 -0.13789
H -0.60841 3.78193 1.41906
H -1.75260 3.61708 0.06107
H 2.84827 2.30562 0.49011
H 2.32656 3.80103 -0.29063
H 2.58287 4.19191 -2.63719
H 3.56465 3.59085 -4.82010
H 4.63609 1.36663 -5.11141
H 4.75040 -0.19001 -3.20647
H 4.12971 0.58754 0.22018
H 4.56829 -0.65716 -0.95253
H 3.58283 -1.25389 2.09141
H 1.85986 -1.29473 2.65568
H 2.64014 0.29288 2.29251
H 2.39284 -1.39150 -2.89594
H 0.89477 -0.43235 -2.65543
H 0.86954 -2.20783 -2.38977
F -0.01027 0.27925 3.12070
B 0.45197 1.63090 3.41822
F -0.65154 2.50417 3.39331
F 1.11316 1.63320 4.61682
F 1.34879 1.98304 2.34649
C -5.14429 1.10630 3.01231
C -3.68428 1.55961 3.13661
C -2.83260 0.98219 2.08924
N -2.19720 0.53267 1.24818
H -5.73891 1.60019 3.77760
H -5.23265 0.02901 3.14886
H -5.55541 1.36576 2.03684
H -3.25044 1.27123 4.09147
H -3.58766 2.64059 3.06897
```

Summary:
**Total energy**: -59125.2706 eV
**ΔE to the lowest compared entry with this formula, charge and spin**: 1.270 eV
**HOMO energy (spin up / spin down)**: -9.76 / -10.75 eV
**Net charge**: +1
**Spin multiplicity**: 6
**Expectation value of S²**: 8.839

Entry 2:
Molecular formula: C30H60P2RuSi2
Method: DFT, ωB97M-V/def2-TZVPD

The geometry in XYZ format:
```
95
Properties=species:S:1:pos:R:3
Ru 0.09437 -0.44261 1.30949
C -0.84444 -2.87009 2.01204
C 0.46019 -3.25285 1.61263
C 0.68018 -1.45644 3.10928
C -0.74259 -1.73885 2.92290
C 1.40128 -2.37737 2.23551
C -2.12384 -3.52263 1.64157
H -2.08574 -3.93281 0.62417
H -2.94135 -2.78561 1.68648
H -2.41112 -4.35393 2.31168
C -1.77787 -1.32929 3.90670
H -2.78328 -1.57926 3.56267
H -1.72371 -0.25195 4.09858
H -1.62157 -1.83137 4.87609
C 1.24522 -0.82652 4.33377
H 1.29861 -1.55862 5.16359
H 0.62277 0.00360 4.68556
H 2.25865 -0.44583 4.17749
C 2.87836 -2.47487 2.18358
H 3.28183 -3.14624 2.96206
H 3.32412 -1.48187 2.34794
H 3.21805 -2.85036 1.21138
C 0.81200 -4.36496 0.69115
H 1.03814 -5.32313 1.18555
H 1.70732 -4.10065 0.11783
H -0.00821 -4.56306 -0.00728
C -1.70535 0.32991 -5.43948
C -1.77651 -1.01059 -5.45528
C -0.98374 -1.93576 -6.33014
C 0.41061 -1.41670 -6.78732
C 1.33565 -0.95286 -5.69971
C 1.40398 0.27759 -5.16137
C 0.61351 1.47886 -5.58216
C -0.76810 1.19093 -6.23717
H -1.55195 -2.16759 -7.25518
H 0.25407 -0.64590 -7.55598
H -0.85638 -2.90411 -5.81214
H -0.59407 0.78818 -7.24550
H -2.46593 0.89245 -4.88796
H -2.57509 -1.50208 -4.90295
H -1.25895 2.17049 -6.39492
H 0.46954 2.14293 -4.70948
H 2.19816 0.49467 -4.44923
H 1.19062 2.07625 -6.31875
H 0.90426 -2.25598 -7.31371
H 2.09023 -1.69347 -5.41478
P -1.19461 -0.58426 -0.66633
C -2.82487 0.16442 -0.91853
C -1.28792 -2.11742 -1.66944
P 1.52401 -0.07292 -0.52837
C 0.10061 0.29486 -1.64134
C 2.36306 -1.46944 -1.37919
C 2.69544 1.31449 -0.59863
H -2.92483 1.06984 -0.30987
H -3.60333 -0.55365 -0.61832
H -2.95736 0.43924 -1.97544
H -1.35023 -1.80125 -2.72296
H -2.17472 -2.70845 -1.40974
H -0.40276 -2.75316 -1.54495
H 2.91036 1.52294 -1.66098
H 3.61344 1.02268 -0.06784
H 2.29426 2.22564 -0.12214
H -0.10580 1.37034 -1.66817
H 0.21687 -0.12377 -2.65216
H 3.32377 -1.68663 -0.89010
H 2.54099 -1.17196 -2.42567
H 1.77089 -2.39629 -1.37865
C -1.99325 3.63960 1.24939
Si -1.69516 2.24549 2.48107
C -1.77702 2.84403 4.27686
C -3.28181 1.24556 2.40292
C 0.01409 1.51663 1.89966
Si 1.35539 2.47381 2.96008
C 1.34272 2.44967 4.85230
C 3.13172 1.97780 2.64835
C 1.15720 4.28374 2.42610
H -2.89981 4.17619 1.56344
H -2.16686 3.20873 0.25142
H -1.16412 4.35431 1.18046
H -2.81616 3.15222 4.47116
H -1.54360 2.03154 4.98284
H -1.12131 3.69508 4.50845
H -3.58147 0.92652 1.40330
H -3.27594 0.34697 3.02270
H -4.07858 1.89990 2.79418
H 0.16104 2.01614 0.91244
H 1.82410 1.54889 5.24970
H 1.96613 3.30788 5.15711
H 0.37751 2.55691 5.35170
H 3.52360 2.37766 1.70673
H 3.73003 2.40420 3.47378
H 3.26935 0.88533 2.65203
H 1.15855 4.36959 1.32812
H 0.23646 4.75166 2.80907
H 2.02801 4.82898 2.82432
```

Summary:
**Total energy**: -68990.2532 eV
**ΔE to the lowest compared entry with this formula, charge and spin**: 0.000 eV
**HOMO energy (spin up / spin down)**: -8.65 / -11.02 eV
**Net charge**: +1
**Spin multiplicity**: 6
**Expectation value of S²**: 8.773

Entry 3:
Molecular formula: C23H41LaN2O2P2
Method: DFT, ωB97M-V/def2-TZVPD

The geometry in XYZ format:
```
71
Properties=species:S:1:pos:R:3
La 0.34619 0.07734 0.38263
P -1.47888 2.32918 0.42598
C -2.63694 1.41576 -0.73307
C -2.13889 0.55890 -1.88980
N -1.03174 -0.21527 -1.70933
C -0.70476 -1.09477 -2.69402
C -1.35032 -1.10950 -3.92027
C -2.48563 -0.32599 -4.09805
C -2.89497 0.48963 -3.04939
C 0.46474 -2.03140 -2.51472
P 1.05891 -2.46840 -0.78898
H -3.81126 1.08446 -3.10708
H -0.94162 -1.73085 -4.72031
H -3.03185 -0.35682 -5.01990
H 0.18888 -2.99828 -2.98274
H 1.33008 -1.62635 -3.05427
H -3.24077 0.78119 -0.04181
H -3.25091 2.22634 -1.16044
H -2.44383 -3.05238 2.34224
O -2.90738 -2.41185 1.75667
H -3.86195 -2.52570 1.93018
H 0.53765 -3.45051 2.88970
O -0.31164 -3.89746 2.67694
H -0.21882 -4.73900 3.16677
C 0.35223 -4.14816 -0.74863
H 0.87429 -4.76848 -1.50780
H 0.45676 -4.58041 0.25922
H -0.71995 -4.07357 -0.97828
C 2.76155 -3.02366 -1.20749
H 3.25288 -3.34800 -0.27667
H 2.72690 -3.87166 -1.92151
H 3.34396 -2.18720 -1.61934
C -1.31345 3.89544 -0.49019
H -2.29515 4.40308 -0.47597
H -0.55859 4.52326 0.00458
H -0.99386 3.70368 -1.51773
C -2.68787 3.02222 1.62072
H -2.13311 3.48001 2.45428
H -3.29752 3.79760 1.12067
H -3.32525 2.22536 2.01699
C 5.37571 2.95609 3.91733
C 4.24101 2.10246 3.44448
C 3.53155 1.31837 4.36270
C 2.54551 0.40724 3.94269
C 1.78339 -0.41207 4.95802
C 2.32553 0.22639 2.57348
C 2.87426 1.16187 1.64165
C 3.87960 2.04978 2.10189
N 2.34770 1.18194 0.32939
C 3.06060 1.89584 -0.75214
C 2.94997 3.41054 -0.58362
C 4.50852 1.41107 -0.86324
C 2.37767 1.52958 -2.06483
H 5.03913 3.63322 4.71385
H 6.18038 2.33163 4.33345
H 5.77841 3.54193 3.08631
H 3.74973 1.38985 5.43349
H 2.45179 -1.14195 5.45145
H 1.37798 0.24494 5.74761
H 0.94526 -0.95186 4.47762
H 1.84859 -0.72586 2.20998
H 4.42305 2.69143 1.41761
H 3.40239 3.73522 0.35261
H 3.47709 3.91046 -1.41119
H 1.89428 3.72215 -0.57805
H 4.52350 0.31566 -0.97733
H 4.98979 1.88659 -1.73228
H 5.08370 1.67288 0.02461
H 2.44585 0.45035 -2.27088
H 1.31480 1.82342 -2.10048
H 2.88232 2.04812 -2.89325
```

Summary:
**Total energy**: -51016.8167 eV
**ΔE to the lowest compared entry with this formula, charge and spin**: 0.000 eV
**HOMO energy**: -12.73 eV
**Net charge**: +2
**Spin multiplicity**: 1

Entry 4:
Molecular formula: C7H17N2
Method: DFT, ωB97M-V/def2-TZVPD

The geometry in XYZ format:
```
26
Properties=species:S:1:pos:R:3
C 1.85098 -0.56232 0.62655
C 0.88451 0.22836 1.36986
C 1.71105 -0.69014 3.69570
C -1.56106 -0.29274 -3.88975
C -1.55582 1.45439 -2.03166
C 0.78994 0.26749 2.86480
C -1.26593 0.13581 -2.49851
N -0.73064 -0.71376 -1.61143
N 0.44818 -0.88310 0.60256
H 2.26272 -0.02733 -0.19717
H 2.56932 -1.21976 1.16955
H 0.54124 1.15009 0.97856
H 2.69835 -0.66193 3.30748
H 1.32364 -1.68619 3.93868
H 1.82419 -0.29207 4.64338
H -0.58273 -0.45128 -4.37722
H -2.14879 -1.22340 -3.91687
H -2.23896 0.38625 -4.50762
H -2.65010 1.70781 -2.02639
H -1.14037 2.13304 -2.75425
H -1.07252 1.72361 -1.13488
H 1.09004 1.33591 3.09168
H -0.28005 0.17207 3.20424
H -0.33884 -0.53410 -0.59236
H -0.29159 -1.56481 -2.10090
H 0.15428 -1.75054 1.06278
```

Summary:
**Total energy**: -10507.0196 eV
**ΔE to the lowest compared entry with this formula, charge and spin**: 1.530 eV
**HOMO energy**: -13.63 eV
**Net charge**: +1
**Spin multiplicity**: 1